1.
Molecular formula: C5H9N
Method: DFT, ωB97M-V/def2-TZVPD

Results
Multiplicity: 1
M, g/mol: 83.13
Charge: 0
HOMO level (alpha / beta), eV: -6.51 / -6.50
DFT total energy, eV: -6813.6434

Each line ends with the Mulliken charge.
CARTESIAN COORDINATES (ANGSTROEM)
1 C 1.27842 -1.88112 -0.14004  -0.78
2 N 0.18586 -2.73758 -0.25412  -0.42
3 C 0.67091 0.20711 -0.45401  -0.15
4 C 0.43338 0.36478 0.74494  -0.42
5 C -0.46605 2.35526 0.47036  -0.43
6 C -1.66239 2.36112 -0.10459  -0.55
7 H -0.43860 -2.73277 0.54194  0.24
8 H -0.34506 -2.63925 -1.10955  0.24
9 H 1.94523 -1.87899 -0.99489  0.34
10 H 1.80899 -1.94150 0.80344  0.38
11 H 0.60902 0.39956 -1.50210  0.41
12 H 0.39818 0.15660 1.79152  0.37
13 H -0.09338 3.23681 0.99743  0.27
14 H -2.30063 3.24947 -0.14930  0.27
15 H -2.02389 1.48049 -0.64104  0.22

2.
Molecular formula: C5H9N
Method: DFT, ωB97M-V/def2-TZVPD

Results
Multiplicity: 1
M, g/mol: 83.13
Charge: 0
HOMO level, eV: -7.30
SMILES string: C/C=C/C=C/N
DFT total energy, eV: -6819.5782

Each line ends with the Mulliken charge.
CARTESIAN COORDINATES (ANGSTROEM)
1 N 1.15554 -2.79363 -1.26258  -0.48
2 C 0.33905 -1.68498 -1.16243  -0.10
3 C 0.55938 -0.72804 -0.24715  -0.43
4 C -0.27942 0.44810 -0.08473  -0.35
5 C -0.35829 1.18097 1.01829  -0.10
6 C -0.97876 2.55250 1.19353  -1.07
7 H 1.63956 -3.14450 -0.45385  0.21
8 H 0.93184 -3.56736 -1.87160  0.21
9 H -0.32273 -1.64861 -2.01719  0.32
10 H 1.54449 -0.76365 0.21724  0.31
11 H -1.00167 0.60961 -0.89181  0.27
12 H 0.10067 0.84456 1.95203  0.32
13 H -2.06508 2.52090 1.13951  0.28
14 H -0.60314 2.99614 2.10957  0.32
15 H -0.66146 3.17801 0.36116  0.30

3.
Molecular formula: C5H9N
Method: DFT, ωB97M-V/def2-TZVPD

Results
Multiplicity: 1
M, g/mol: 83.13
Charge: 0
HOMO level, eV: -9.64
SMILES string: CC1CC(=N)C1
DFT total energy, eV: -6820.0879

Each line ends with the Mulliken charge.
CARTESIAN COORDINATES (ANGSTROEM)
1 C 1.08183 -1.43549 -0.53789  -1.54
2 C 0.28978 -0.60949 0.46277  0.47
3 C 0.56867 0.92160 0.42309  -0.74
4 C -1.19417 -0.34998 0.07723  -0.74
5 C -0.89011 1.13318 0.01499  0.34
6 N -1.65094 2.09812 -0.27665  -0.65
7 H 0.72424 -2.47037 -0.57062  0.36
8 H 2.14810 -1.45103 -0.28754  0.36
9 H 0.98201 -1.02144 -1.54873  0.37
10 H 0.39415 -1.03002 1.46805  0.38
11 H 1.30067 1.22434 -0.33525  0.30
12 H 0.84952 1.37828 1.37954  0.28
13 H -1.15192 2.98979 -0.22533  0.25
14 H -1.93920 -0.60333 0.83819  0.27
15 H -1.51263 -0.77415 -0.88185  0.29